Record 1
The following is a DFT calculation (ωB97M-V/def2-TZVPD) of a structure of composition C7H6O5STm in a non-equilibrium geometry.

Values from the calculation:
Energy above the lowest of the compared OMol25 structures with the same formula, charge and spin = 1.756 eV
Expectation value of S² = 2.026
E_LUMO (spin up / spin down) = -11.765 / -14.582 eV
Spin multiplicity = 3
HOMO-LUMO gap (spin up / spin down) = 8.41 / 5.36 eV
Total charge = +3
HOMO energy (spin up / spin down) = -20.2 / -19.9 eV
DFT total energy = -2128.2905 a.u.

Geometry as XYZ:
```
20
Properties=species:S:1:pos:R:3:forces:R:3:mulliken_charge:R:1
O -0.92944 2.47032 1.54517 2.2472 -2.9918 -5.0064 -0.272
C -0.49616 1.83564 0.55295 -1.6312 1.8823 5.7975 0.161
O -0.70311 2.42304 -0.75781 2.2009 -0.2040 1.6075 -0.112
O -1.85697 1.83518 -1.22171 -2.4193 -0.8524 -2.5683 -0.050
S -1.92014 2.38537 -2.85434 3.1698 -1.6741 -1.7413 0.941
O -0.45387 2.30027 -3.30345 -3.9756 0.3347 0.8436 -0.163
O -2.84832 1.34302 -3.76660 1.3838 2.0619 2.0164 -0.299
C 0.19208 0.42247 0.85046 0.6934 -3.7821 -0.3294 0.481
C -0.77288 -0.82960 0.89184 3.6298 0.1416 0.6515 -0.137
C -0.19527 -2.23907 1.22158 2.4070 3.1098 0.1239 -0.536
C 1.32442 -2.38163 1.50340 -3.6146 3.3329 -0.0865 -0.142
C 2.37126 -1.13248 1.43045 -4.7661 1.4642 -0.6110 -0.533
C 1.73382 0.25768 1.09437 -1.4884 -2.4793 0.2379 -0.216
H -3.43782 1.94172 -4.31041 0.0734 -0.5148 0.2977 0.458
H -1.89946 -0.69072 0.69758 2.0121 -0.3217 0.3777 0.431
H -0.88051 -3.14981 1.26177 1.1056 1.3979 -0.0054 0.423
H 1.71593 -3.44597 1.78524 -3.0425 1.6939 1.4409 0.266
H 3.51510 -1.29717 1.63526 -2.0609 1.2609 0.0830 0.228
H 2.39269 1.18794 1.02435 -0.9279 -1.5360 0.1923 0.455
Tm 3.14865 -3.23620 0.71991 5.0034 -2.3239 -3.3215 1.615
```
Forces are in eV/Å.

---

Record 2
The following is a DFT calculation (ωB97M-V/def2-TZVPD) of the molecule C7H6OS in a non-equilibrium geometry.

Values from the calculation:
Energy above the lowest of the compared OMol25 structures with the same formula, charge and spin = 4.672 eV
E_LUMO = -0.151 eV
HOMO-LUMO gap = 8.81 eV
HOMO energy = -9.0 eV
DFT total energy = -743.5593 a.u.

Geometry as XYZ:
```
15
Properties=species:S:1:pos:R:3:forces:R:3:mulliken_charge:R:1
C 1.63945 -0.07127 -0.90488 1.0106 -0.7449 0.0524 -0.139
C 1.20767 -1.27304 -0.49979 -0.6368 -2.1268 -1.9105 -0.216
C 1.28326 1.17623 -0.27324 -1.1442 2.4837 0.6902 -0.418
C 0.06417 -1.43921 0.49487 0.3435 0.1935 -1.7459 -0.308
C 0.17842 1.42475 0.43162 -0.2526 -0.3310 0.8122 0.266
C -1.20790 -1.61122 0.24018 1.3879 -1.0469 -0.7747 0.066
C -0.94153 1.65746 1.09799 0.3336 0.5936 -3.0293 -0.674
O -3.02101 -0.36161 -0.80410 -1.0049 0.6158 -0.7235 -0.488
S -2.52988 -1.72663 -0.61024 0.2198 0.1294 0.7625 0.122
H 2.40945 0.00583 -1.69614 -0.5017 -0.2526 0.5801 0.333
H 1.56058 -2.24695 -1.07793 -0.8106 2.1856 1.3530 0.250
H 1.89227 2.11320 -0.42348 -0.3515 -1.2965 -0.0728 0.272
H 0.36881 -1.22944 1.45869 0.4642 0.1500 2.3206 0.429
H -1.11148 1.61761 2.14636 0.1637 -0.1828 0.6353 0.303
H -1.79227 1.96429 0.42009 0.7790 -0.3700 1.0505 0.201
```
Forces are in eV/Å.

---

Record 3
The following is a DFT calculation (ωB97M-V/def2-TZVPD) of the molecule C7H6P2 in a non-equilibrium geometry.

Values from the calculation:
Energy above the lowest of the compared OMol25 structures with the same formula, charge and spin = 3.182 eV
E_LUMO = -1.480 eV
HOMO-LUMO gap = 6.60 eV
HOMO energy = -8.1 eV
DFT total energy = -952.8868 a.u.

Geometry as XYZ:
```
15
Properties=species:S:1:pos:R:3:forces:R:3:mulliken_charge:R:1
C 1.93468 -0.87805 -0.03411 1.0454 -1.1838 2.3967 -0.219
C 1.68433 -0.51627 -1.31537 2.1041 -0.8771 -1.0554 -0.363
C 1.08638 -0.56930 1.04808 0.2353 0.0181 -2.5589 -0.809
C 0.55443 0.20781 -1.57687 -0.9250 1.2146 -1.8804 -0.282
C -0.11391 0.09705 0.74968 -0.6283 0.0063 -0.0629 1.139
C -0.32332 0.46821 -0.57683 -1.3350 0.1621 0.1817 -0.588
C -1.14880 0.35365 1.70759 -1.3810 0.7725 1.4002 -0.426
P -2.73961 0.89933 1.35800 0.3779 -0.2989 0.7469 -0.078
P -3.10549 0.54552 -0.73108 2.3212 -0.3500 0.3189 -0.027
H 2.85805 -1.47779 0.15129 -0.9057 0.5384 0.0484 0.280
H 2.48297 -0.87748 -2.03902 -1.4109 1.0819 0.4428 0.274
H 1.29677 -1.03683 1.96496 0.0163 -0.1233 1.3150 0.394
H 0.43298 0.73103 -2.53054 -0.1968 -0.6950 0.0113 0.352
H -0.92391 0.38139 2.82161 -0.1238 -0.2926 -1.5394 0.280
H -3.97554 1.67175 -0.99739 0.8062 0.0271 0.2352 0.072
```
Forces are in eV/Å.

---

Record 4
The following is a DFT calculation (ωB97M-V/def2-TZVPD) of the molecule C7H7BO2 in a non-equilibrium geometry.

Values from the calculation:
Energy above the lowest of the compared OMol25 structures with the same formula, charge and spin = 6.453 eV
E_LUMO (spin up / spin down) = 0.030 / 0.029 eV
HOMO-LUMO gap (spin up / spin down) = 8.10 / 8.10 eV
HOMO energy (spin up / spin down) = -8.1 / -8.1 eV
DFT total energy = -446.1123 a.u.

Geometry as XYZ:
```
17
Properties=species:S:1:pos:R:3:forces:R:3:mulliken_charge:R:1
B -2.74831 0.35832 0.03173 -1.2365 0.8381 -0.7308 0.503
C 0.30356 -2.24981 -0.07957 1.1152 -1.8499 0.1165 -1.712
C -0.72155 -1.46643 -0.08765 -1.6658 0.2866 -0.1833 1.213
C 1.50238 -1.72066 0.01425 -0.0976 1.6636 -0.0607 -0.127
C 0.54845 0.62577 0.07148 -2.2026 -1.9339 -0.2631 -0.479
C -1.50435 -0.49252 -0.09893 1.8747 0.4669 0.5746 -0.080
C 1.52227 -0.19553 0.04178 2.2605 0.0640 0.0672 0.678
C 2.99058 0.28497 0.02344 0.3097 0.5921 -0.8512 -1.304
O -4.01468 -0.15029 0.02245 -1.6992 0.3559 1.1090 -0.528
O -2.58478 1.70793 0.01136 1.1674 1.0479 0.1138 -0.575
H 2.53299 -2.03017 0.04585 -0.1156 -1.1031 -0.0173 0.365
H 0.05413 1.47669 -0.22064 -0.5413 1.9171 -0.0938 0.454
H 3.38706 0.23708 -1.09796 -0.6157 0.2330 2.6370 0.249
H 3.49450 -0.40817 0.68553 0.5404 -0.5134 -0.4061 0.380
H 3.21161 1.23578 0.57788 -0.5961 -0.3940 -1.2385 0.351
H -4.73761 0.46137 0.38485 1.7916 -1.2628 -0.9820 0.310
H -3.23626 2.32569 -0.32586 -0.2889 -0.4082 0.2085 0.302
```
Forces are in eV/Å.

---

Record 5
The following is a DFT calculation (ωB97M-V/def2-TZVPD) of a structure of composition C7H7Br2NO3Pd in a non-equilibrium geometry.

Values from the calculation:
Energy above the lowest of the compared OMol25 structures with the same formula, charge and spin = 0.314 eV
Expectation value of S² = 2.006
E_LUMO (spin up / spin down) = -0.375 / -1.590 eV
Spin multiplicity = 3
HOMO-LUMO gap (spin up / spin down) = 8.99 / 7.94 eV
HOMO energy (spin up / spin down) = -9.4 / -9.5 eV
DFT total energy = -5827.3056 a.u.

Geometry as XYZ:
```
21
Properties=species:S:1:pos:R:3:forces:R:3:mulliken_charge:R:1
Pd 5.04242 6.08936 4.62740 -0.0015 0.1874 0.4071 0.419
Br 4.77658 3.13670 6.57805 -0.0116 -0.6477 -0.2611 -0.106
C 4.50995 4.74342 7.46447 0.1946 0.9353 -0.7148 0.116
C 4.21166 4.78792 8.79810 -0.6550 -1.6928 1.7877 -0.488
C 4.02031 6.01795 9.42074 -0.0350 -1.0076 -0.3173 -0.169
C 4.27939 7.09885 8.66475 0.7871 3.2886 0.3973 -0.646
C 4.68190 7.03050 7.35615 0.1960 -1.2013 -0.0852 0.341
N 4.71025 5.84325 6.72584 -0.1582 0.0926 0.8945 0.174
C 5.32025 8.20376 6.64754 -1.1408 -0.0127 0.6492 0.763
O 5.59611 9.17544 7.31370 0.3391 0.4152 0.1026 -0.642
O 5.46090 8.02578 5.40470 0.7573 0.0208 -1.5680 -0.657
H 4.12251 3.82327 9.36318 0.0334 1.0954 -0.6689 0.305
H 3.74394 6.22165 10.43712 -0.0680 -0.6995 0.4165 0.423
H 4.35995 8.09924 9.14209 -0.3196 -0.7156 -0.5351 0.377
C 7.80786 4.94139 4.26248 1.4261 -1.0329 0.4701 -0.576
O 7.16247 5.77333 5.21325 -0.8392 -0.3848 0.1427 -0.364
H 8.88841 5.16912 4.38810 -0.5168 -0.0026 -1.1185 0.313
H 7.34850 4.98125 3.25116 0.6802 0.3072 0.5425 0.226
H 7.77488 3.88740 4.61411 -0.5364 0.6680 -0.0994 0.243
H 7.48868 6.67086 5.18204 0.3139 0.5043 -0.1072 0.346
Br 3.07592 5.62415 3.42952 -0.4456 -0.1174 -0.3348 -0.398
```
Forces are in eV/Å.

---

Record 6
The following is a DFT calculation (ωB97M-V/def2-TZVPD) of the molecule C7H7BrN2O2 in a non-equilibrium geometry.

Values from the calculation:
Energy above the lowest of the compared OMol25 structures with the same formula, charge and spin = 0.918 eV
E_LUMO = -0.287 eV
Structure (SMILES) = C=C1C=CC=C[C@H]1O/[N+]([O-])=N\Br
HOMO-LUMO gap = 8.42 eV
HOMO energy = -8.7 eV
DFT total energy = -3104.7020 a.u.

Geometry as XYZ:
```
19
Properties=species:S:1:pos:R:3:forces:R:3:mulliken_charge:R:1
C -2.08139 -0.17235 1.30318 -0.3454 0.7907 -0.3877 -0.168
C -1.55933 -1.47556 1.00459 -0.1440 0.8827 0.1173 -0.486
C -1.55129 0.87458 0.68141 0.8318 0.1774 -0.3868 -1.007
C -0.65308 -1.66185 0.05918 0.4136 0.0520 -0.0977 -0.616
C -0.41113 0.82030 -0.31849 -0.9927 0.6086 -1.7877 0.525
C -0.09593 -0.56746 -0.73555 1.6825 -1.9080 -1.1047 0.696
C 0.88833 -0.74419 -1.67612 -1.9877 1.5539 0.2995 -1.077
N 2.94301 0.97895 0.12965 1.7188 0.2405 -0.3090 -0.701
N 1.92550 1.52822 -0.30707 -1.0217 -1.1915 0.2635 1.167
O 1.91239 2.14638 -1.34335 -0.5473 0.7250 -0.3636 -0.597
O 0.73118 1.32257 0.40123 0.4162 0.9639 1.2634 -0.233
Br 2.99956 -0.03255 1.65001 -0.6316 -0.0637 0.2791 0.057
H -2.92542 -0.02803 2.00002 0.6998 -0.1637 -0.3183 0.352
H -1.85340 -2.20376 1.68571 -0.4307 -1.7219 0.6355 0.440
H -1.81717 1.84009 0.96965 -0.6618 1.5430 0.2336 0.424
H -0.26738 -2.64938 -0.03399 0.4662 -0.5614 -0.4444 0.344
H -0.58842 1.48015 -1.26586 0.1945 -0.8861 1.8269 0.246
H 1.31154 -1.68869 -2.02322 -0.2014 0.3477 0.2805 0.351
H 1.09241 0.23257 -2.18100 0.5408 -1.3891 0.0009 0.284
```
Forces are in eV/Å.

---

- What is the DFT total energy in the sixth record?
  -3104.7020 a.u.

---

- The highest DFT total energy belongs to which entry?
  C7H7BO2

---

- Which value of DFT total energy does entry 4 give?
  -446.1123 a.u.